Entry 1
Entry from the Open Molecules 2025 dataset: a cluster of 6 separate species, C56H120F3N5O3S in total (the ωB97M-V functional and the def2-TZVPD basis).

The value obtained for the gap between HOMO and LUMO is 0.294 Eh. The HOMO energy is -0.50605 hartree. As for the charge: +4.

Cartesian coordinates (Å):
C1 -0.48 0.44 2.01
F1 -0.72 0.37 3.37
F2 -1.62 0.80 1.32
F3 0.49 1.23 1.82
S1 0.14 -1.27 1.47
O1 1.33 -1.55 2.30
O2 -0.93 -2.22 1.69
O3 0.50 -1.28 0.04
C2 -0.54 -4.03 -5.23
C3 -1.18 -3.51 -3.90
C4 -2.24 -4.57 -3.70
C5 -2.84 -4.59 -2.28
N1 -4.34 -4.92 -2.19
C6 -4.70 -4.80 -0.62
C7 -5.52 -3.43 -0.53
C8 -5.38 -2.68 -1.82
C9 -5.21 -3.75 -2.85
C10 -4.69 -6.27 -2.84
C11 -6.08 -6.85 -2.54
C12 -6.42 -8.14 -3.14
H1 0.05 -4.89 -4.90
H2 0.31 -3.36 -5.39
H3 -1.22 -4.10 -6.08
H4 -1.59 -2.50 -3.94
H5 -0.44 -3.55 -3.11
H6 -1.74 -5.54 -3.77
H7 -3.03 -4.59 -4.45
H8 -2.73 -3.59 -1.86
H9 -2.42 -5.40 -1.67
H10 -5.44 -5.59 -0.46
H11 -3.81 -4.95 -0.02
H12 -6.55 -3.59 -0.22
H13 -5.08 -2.93 0.33
H14 -6.16 -1.92 -1.83
H15 -4.51 -2.03 -1.94
H16 -6.22 -4.13 -3.00
H17 -4.57 -3.50 -3.70
H18 -3.95 -6.97 -2.45
H19 -4.51 -6.10 -3.90
H20 -6.87 -6.15 -2.79
H21 -6.29 -7.08 -1.50
H22 -7.35 -8.56 -2.76
H23 -5.71 -8.97 -3.19
H24 -6.58 -7.90 -4.19
C13 -5.31 4.88 -1.97
C14 -5.33 5.85 -3.26
C15 -6.73 5.99 -3.87
C16 -7.11 7.16 -4.73
N2 -8.56 7.27 -5.16
C17 -8.91 8.54 -6.03
C18 -10.33 8.93 -5.92
C19 -10.85 8.31 -4.64
C20 -9.65 7.53 -4.00
C21 -8.98 6.17 -6.09
C22 -7.93 5.87 -7.23
C23 -8.54 5.17 -8.56
H25 -6.21 5.08 -1.38
H26 -4.45 5.15 -1.37
H27 -5.29 3.81 -2.17
H28 -4.53 5.50 -3.91
H29 -4.89 6.82 -3.04
H30 -7.41 5.93 -3.03
H31 -6.94 5.06 -4.40
H32 -6.53 7.19 -5.65
H33 -6.88 8.11 -4.25
H34 -8.43 8.56 -7.00
H35 -8.35 9.34 -5.53
H36 -10.77 8.47 -6.80
H37 -10.54 10.00 -5.97
H38 -11.53 7.48 -4.85
H39 -11.38 9.01 -4.00
H40 -9.89 6.54 -3.62
H41 -9.18 8.13 -3.23
H42 -10.01 6.10 -6.44
H43 -9.12 5.24 -5.55
H44 -7.24 5.11 -6.85
H45 -7.37 6.76 -7.52
H46 -9.08 4.26 -8.30
H47 -7.89 4.82 -9.36
H48 -9.17 5.94 -9.02
C24 5.59 5.06 10.08
C25 4.34 5.65 9.49
C26 4.31 5.59 8.01
C27 4.37 4.16 7.29
N3 3.02 3.45 7.27
C28 3.17 2.21 6.40
C29 2.53 1.00 7.07
C30 1.87 1.54 8.31
C31 2.75 2.82 8.64
C32 1.70 4.24 6.71
C33 2.08 4.97 5.38
C34 0.70 5.47 4.82
H49 6.41 5.40 9.45
H50 5.60 3.97 10.03
H51 5.84 5.41 11.08
H52 4.31 6.73 9.66
H53 3.46 5.25 10.00
H54 5.16 6.09 7.54
H55 3.60 6.25 7.50
H56 5.04 3.47 7.80
H57 4.43 4.37 6.22
H58 2.82 2.29 5.37
H59 4.25 2.10 6.39
H60 1.83 0.51 6.41
H61 3.44 0.42 7.23
H62 0.86 1.93 8.26
H63 2.00 0.83 9.12
H64 2.01 3.39 9.21
H65 3.57 2.69 9.35
H66 1.38 4.88 7.54
H67 0.98 3.42 6.69
H68 2.74 4.37 4.75
H69 2.60 5.90 5.61
H70 0.78 5.98 3.87
H71 0.30 6.24 5.49
H72 -0.08 4.75 4.57
C35 1.55 5.12 -2.75
C36 1.48 3.72 -2.06
C37 2.56 2.68 -2.56
C38 4.01 3.10 -2.32
N4 4.95 1.87 -2.16
C39 4.82 1.23 -0.77
C40 6.11 1.51 0.06
C41 7.17 1.72 -0.99
C42 6.34 2.47 -2.01
C43 4.88 0.84 -3.22
C44 5.33 1.29 -4.58
C45 5.28 0.29 -5.65
H73 1.11 5.91 -2.14
H74 0.96 5.13 -3.67
H75 2.55 5.37 -3.10
H76 0.51 3.34 -2.36
H77 1.69 3.95 -1.02
H78 2.40 2.42 -3.61
H79 2.39 1.79 -1.96
H80 4.14 3.72 -1.44
H81 4.37 3.57 -3.23
H82 4.91 0.16 -0.95
H83 3.90 1.46 -0.22
H84 6.14 0.73 0.82
H85 6.22 2.33 0.78
H86 7.76 0.87 -1.34
H87 7.91 2.48 -0.73
H88 7.02 2.73 -2.81
H89 6.30 3.41 -1.47
H90 3.85 0.51 -3.09
H91 5.55 0.05 -2.88
H92 6.38 1.59 -4.62
H93 4.62 2.09 -4.83
H94 4.50 -0.42 -5.39
H95 6.21 -0.28 -5.61
H96 5.26 0.66 -6.68
C46 6.03 -6.38 5.64
C47 4.94 -5.47 4.90
C48 4.60 -5.98 3.40
C49 3.99 -7.34 3.51
N5 3.92 -8.10 2.15
C50 3.11 -9.41 2.18
C51 2.59 -9.60 0.82
C52 2.50 -8.25 0.21
C53 2.92 -7.30 1.22
C54 5.26 -8.23 1.38
C55 6.49 -8.84 2.25
C56 7.62 -9.60 1.53
H97 6.12 -5.97 6.65
H98 6.99 -6.28 5.13
H99 5.73 -7.41 5.83
H100 4.96 -4.39 5.04
H101 4.04 -5.48 5.51
H102 5.50 -5.89 2.79
H103 3.90 -5.29 2.95
H104 3.00 -7.46 3.97
H105 4.59 -8.10 4.01
H106 3.73 -10.16 2.67
H107 2.23 -9.21 2.80
H108 3.16 -10.33 0.24
H109 1.56 -9.88 1.02
H110 3.25 -8.35 -0.58
H111 1.47 -8.06 -0.08
H112 3.48 -6.45 0.82
H113 2.14 -6.87 1.84
H114 5.40 -7.25 0.93
H115 5.14 -9.05 0.67
H116 6.17 -9.50 3.06
H117 6.95 -7.90 2.52
H118 7.50 -10.66 1.77
H119 8.64 -9.41 1.86
H120 7.61 -9.48 0.44

Atomic partial charges in e from the Löwdin method, atoms 1 to 6: atom 1 (C): -0.66, atom 2 (F): 0.08, atom 3 (F): 0.09, atom 4 (F): 0.17, atom 5 (S): 0.45, atom 6 (O): -0.38

***

Entry 2
Entry from the Open Molecules 2025 dataset: a structure of composition C56H120F3N5O3S (the ωB97M-V functional and the def2-TZVPD basis).

The value obtained for the gap between HOMO and LUMO is 0.306 Eh. The HOMO energy is -0.59560 hartree. As for the charge: +4.

Cartesian coordinates (Å):
C1 -2.64 -8.22 0.22
C2 -1.16 -7.85 0.44
C3 -0.82 -6.39 0.27
C4 -0.31 -6.11 -1.14
N1 0.37 -4.66 -1.33
C5 0.51 -4.47 -2.88
C6 0.20 -3.01 -3.15
C7 -0.89 -2.61 -2.19
C8 -0.53 -3.44 -0.91
C9 1.69 -4.44 -0.52
C10 2.79 -5.47 -0.62
C11 4.09 -5.08 0.21
H1 -2.74 -9.28 -0.01
H2 -3.04 -7.74 -0.68
H3 -3.30 -7.97 1.05
H4 -0.45 -8.49 -0.07
H5 -0.87 -8.10 1.46
H6 -0.07 -6.05 0.98
H7 -1.69 -5.77 0.51
H8 -1.12 -6.04 -1.87
H9 0.50 -6.76 -1.47
H10 1.51 -4.79 -3.19
H11 -0.18 -5.12 -3.41
H12 1.10 -2.41 -2.99
H13 -0.06 -2.83 -4.19
H14 -0.99 -1.55 -1.97
H15 -1.80 -2.93 -2.71
H16 0.11 -2.74 -0.38
H17 -1.35 -3.79 -0.27
H18 1.36 -4.29 0.51
H19 2.02 -3.46 -0.85
H20 3.00 -5.76 -1.65
H21 2.55 -6.45 -0.21
H22 4.37 -4.03 0.20
H23 5.00 -5.57 -0.14
H24 3.98 -5.17 1.29
C12 4.92 -2.09 0.91
C13 3.87 -1.24 1.56
C14 3.91 0.20 1.25
C15 2.93 1.02 2.16
N2 2.74 2.48 1.57
C16 1.88 3.41 2.58
C17 0.53 3.69 1.97
C18 0.44 2.79 0.81
C19 1.90 2.64 0.28
C20 4.19 3.07 1.43
C21 5.01 3.04 2.72
C22 6.24 3.99 2.61
H25 4.88 -3.13 1.21
H26 5.87 -1.96 1.43
H27 5.11 -1.99 -0.16
H28 3.98 -1.26 2.64
H29 2.89 -1.61 1.28
H30 3.58 0.25 0.21
H31 4.92 0.57 1.44
H32 3.24 1.07 3.20
H33 1.87 0.82 2.00
H34 2.45 4.31 2.84
H35 1.54 2.69 3.33
H36 0.64 4.71 1.59
H37 -0.40 3.62 2.53
H38 -0.19 3.27 0.06
H39 0.05 1.86 1.23
H40 2.24 3.48 -0.33
H41 2.15 1.78 -0.33
H42 3.97 4.04 0.99
H43 4.83 2.54 0.72
H44 5.30 2.01 2.97
H45 4.36 3.38 3.52
H46 6.89 3.52 1.87
H47 6.94 4.09 3.45
H48 6.03 5.06 2.52
C23 -3.20 -0.73 -0.32
C24 -3.35 0.37 -1.30
C25 -4.45 1.36 -0.97
C26 -4.50 2.33 -2.04
N3 -5.50 3.56 -1.78
C27 -5.09 4.45 -0.50
C28 -5.75 5.85 -0.94
C29 -5.85 5.83 -2.35
C30 -5.33 4.56 -2.92
C31 -7.01 3.02 -1.91
C32 -7.34 2.01 -3.05
C33 -8.70 1.36 -3.03
H49 -4.07 -1.36 -0.53
H50 -3.26 -0.45 0.73
H51 -2.33 -1.33 -0.57
H52 -3.46 -0.17 -2.24
H53 -2.35 0.76 -1.17
H54 -4.19 1.74 0.03
H55 -5.43 0.89 -0.93
H56 -4.69 1.93 -3.04
H57 -3.55 2.84 -2.21
H58 -5.62 4.00 0.34
H59 -4.04 4.41 -0.23
H60 -6.75 5.89 -0.51
H61 -5.18 6.73 -0.65
H62 -6.87 5.98 -2.69
H63 -5.35 6.71 -2.77
H64 -5.71 4.09 -3.82
H65 -4.31 4.83 -3.20
H66 -7.59 3.92 -2.12
H67 -7.18 2.75 -0.87
H68 -6.73 1.13 -2.83
H69 -7.07 2.33 -4.05
H70 -8.73 0.38 -3.50
H71 -9.40 2.03 -3.52
H72 -8.99 1.25 -1.98
C34 -0.17 -0.51 -2.42
C35 0.15 0.62 -1.40
C36 0.53 1.94 -2.01
C37 1.90 1.91 -2.65
N4 2.27 3.15 -3.56
C38 1.48 3.01 -4.93
C39 2.59 2.78 -5.98
C40 3.83 3.52 -5.44
C41 3.76 3.05 -4.00
C42 1.77 4.45 -2.91
C43 2.74 4.84 -1.72
C44 2.21 6.20 -1.16
H73 0.61 -0.59 -3.17
H74 -1.12 -0.27 -2.91
H75 -0.25 -1.43 -1.85
H76 0.90 0.19 -0.73
H77 -0.70 0.75 -0.72
H78 0.50 2.68 -1.21
H79 -0.17 2.30 -2.76
H80 2.06 1.14 -3.40
H81 2.66 1.81 -1.87
H82 1.06 3.94 -5.30
H83 0.64 2.33 -4.85
H84 2.41 3.17 -6.99
H85 3.00 1.77 -6.03
H86 3.66 4.59 -5.55
H87 4.78 3.30 -5.93
H88 4.49 3.46 -3.29
H89 3.95 1.98 -4.05
H90 0.70 4.34 -2.72
H91 1.93 5.30 -3.58
H92 3.74 4.97 -2.14
H93 2.81 4.12 -0.91
H94 1.20 6.15 -0.74
H95 2.11 6.95 -1.94
H96 2.83 6.65 -0.39
C45 -1.16 -5.65 2.14
C46 -1.03 -4.93 3.44
C47 -0.53 -3.45 3.24
C48 -0.29 -2.69 4.54
N5 0.55 -1.34 4.38
C49 0.99 -0.85 5.79
C50 2.39 -1.44 6.02
C51 2.84 -2.26 4.80
C52 1.93 -1.58 3.71
C53 -0.14 -0.18 3.57
C54 -1.51 0.35 4.11
C55 -2.14 1.38 3.16
H97 -0.21 -5.57 1.62
H98 -1.80 -5.07 1.46
H99 -1.49 -6.68 2.22
H100 -0.36 -5.48 4.10
H101 -2.03 -4.80 3.84
H102 -1.38 -2.99 2.74
H103 0.30 -3.50 2.53
H104 0.35 -3.26 5.23
H105 -1.24 -2.65 5.06
H106 0.82 0.22 5.92
H107 0.22 -1.23 6.46
H108 3.19 -0.71 6.13
H109 2.51 -2.10 6.88
H110 3.90 -2.09 4.59
H111 2.68 -3.33 4.63
H112 2.41 -0.61 3.60
H113 1.73 -2.05 2.75
H114 -0.25 -0.65 2.60
H115 0.67 0.53 3.42
H116 -1.46 0.73 5.13
H117 -2.16 -0.48 4.35
H118 -3.13 1.73 3.47
H119 -2.15 1.02 2.13
H120 -1.45 2.22 3.14
C56 -1.21 -0.66 0.28
F1 -1.36 0.60 0.66
F2 -2.03 -1.31 0.95
F3 -1.51 -0.81 -1.02
S1 0.66 -1.30 0.62
O1 0.53 -2.41 1.50
O2 1.21 -1.56 -0.74
O3 1.39 -0.18 1.23

Atomic partial charges in e from the Löwdin method, atoms 1 to 6: atom 1 (C): -0.06, atom 2 (C): -0.22, atom 3 (C): -0.31, atom 4 (C): -0.01, atom 5 (N): -0.10, atom 6 (C): -0.05

***

Energetically preferred structure: entry 1 | next structure: +3511.8 kJ/mol

***

Entry 1
Entry from the Open Molecules 2025 dataset: a cluster of 2 separate species, C6H7Br2N4 in total (the ωB97M-V functional and the def2-TZVPD basis).

The value obtained for the gap between HOMO and LUMO is 0.255 Eh. The HOMO energy is -0.45754 hartree. As for the charge: +1.

Cartesian coordinates (Å):
C1 0.63 1.18 1.22
C2 -0.58 1.59 0.61
C3 1.64 0.70 -0.78
C4 0.62 -0.38 -1.22
C5 0.25 1.04 -1.53
C6 -0.50 -2.05 0.12
N1 1.70 1.00 0.53
N2 -0.08 -0.95 -0.20
N3 -1.58 -1.78 2.07
N4 -0.64 1.71 -0.70
Br1 1.21 -1.45 -2.76
Br2 -0.57 -3.75 -0.50
H1 0.74 1.23 2.30
H2 -1.36 2.05 1.20
H3 2.55 0.79 -1.34
H4 0.31 1.38 -2.56
H5 -0.81 -2.04 2.67
H6 -2.21 -2.58 2.01
H7 -1.33 2.31 -1.14

Atomic partial charges in e from the natural (NBO) method, atoms 1 to 6: atom 1 (C): 0.02, atom 2 (C): 0.16, atom 3 (C): -0.06, atom 4 (C): 0.08, atom 5 (C): -0.08, atom 6 (C): 0.36

***

Entry 2
Entry from the Open Molecules 2025 dataset: the ion C6H7Br2N4 with charge +1 (the ωB97M-V functional and the def2-TZVPD basis).

The value obtained for the gap between HOMO and LUMO (spin up / spin down) is 0.279 / 0.279 Eh. Its SMILES is N/C(Br)=C1/C=NC=CN1C(=[NH2+])Br. The HOMO energy (spin up / spin down) is -0.44175 / -0.44176 hartree. As for the charge: +1.

Cartesian coordinates (Å):
C1 0.59 2.10 -1.35
C2 0.90 0.99 -0.65
C3 -1.60 1.55 -1.55
C4 -1.42 0.48 -0.60
C5 -2.34 0.03 0.30
C6 0.17 -1.28 -0.26
N1 -0.63 2.31 -1.92
N2 -0.08 0.00 -0.47
N3 1.36 -1.73 0.13
N4 -2.02 -0.84 1.29
Br1 -4.15 0.54 0.17
Br2 -1.07 -2.63 -0.74
H1 1.32 2.88 -1.51
H2 1.89 0.81 -0.26
H3 -2.58 1.76 -1.95
H4 1.53 -2.73 0.17
H5 2.14 -1.12 0.33
H6 -1.09 -0.85 1.67
H7 -2.74 -1.03 1.98

Atomic partial charges in e from the natural (NBO) method, atoms 1 to 6: atom 1 (C): 0.03, atom 2 (C): -0.12, atom 3 (C): 0.14, atom 4 (C): -0.11, atom 5 (C): 0.20, atom 6 (C): 0.42

***

Energetically preferred structure: entry 2 | next structure: +387.1 kJ/mol